# C36H90N6Na3O16P

C36H90N6Na3O16P as an isolated structure in a non-equilibrium geometry (ωB97M-V/def2-TZVPD, the OMol25 dataset).

Energy relative to the best compared isomer or geometry (same formula, charge and spin), kJ/mol: 502.4
2S+1: 1

Last column: Mulliken charge in e.
CARTESIAN COORDINATES (ANGSTROEM)
Na  1.106  0.311  2.697  0.17
Na  0.242  -2.221  -0.986  0.07
Na  -1.447  1.993  -1.262  0.70
P  -0.093  0.136  0.052  -0.64
O  0.643  0.557  -1.308  -0.21
O  0.657  -0.935  0.876  0.28
O  -1.413  -0.404  -0.462  0.09
O  -0.298  1.434  0.882  -0.57
C  -1.924  -3.643  -4.594  -0.85
O  -2.136  -3.983  -3.244  -0.39
C  -2.885  -2.944  -2.620  -0.49
C  -3.022  -3.263  -1.130  -0.79
N  -1.860  -2.960  -0.312  0.42
C  -2.025  -3.473  1.086  -0.64
C  -2.909  -2.663  2.052  0.12
O  -3.054  -3.422  3.220  -0.50
C  -4.011  -2.885  4.096  -0.72
H  -2.836  -3.827  -5.179  0.36
H  -1.215  -4.284  -5.127  0.30
H  -1.572  -2.617  -4.726  0.27
H  -3.875  -2.872  -3.083  0.61
H  -2.370  -1.983  -2.741  0.09
H  -3.250  -4.332  -1.080  0.44
H  -3.931  -2.750  -0.784  0.36
H  -1.807  -1.938  -0.174  -0.49
H  -0.979  -3.306  1.373  -0.46
H  -2.257  -4.536  1.089  0.61
H  -3.905  -2.547  1.595  0.86
H  -2.524  -1.640  2.155  -0.22
H  -4.083  -3.581  4.932  0.32
H  -4.999  -2.775  3.635  0.33
H  -3.759  -1.906  4.521  0.21
C  -0.970  3.601  7.865  -0.82
O  -1.388  3.335  6.558  -0.30
C  -0.235  2.949  5.763  -0.12
C  -0.739  2.987  4.330  -0.13
N  0.300  2.609  3.382  0.54
C  1.660  3.124  3.578  -1.12
C  2.435  2.813  2.279  0.37
O  3.172  1.557  2.214  -0.52
C  3.469  1.250  0.872  -0.07
H  -0.325  4.481  7.951  0.31
H  -0.553  2.731  8.385  0.30
H  -1.761  3.859  8.581  0.28
H  0.186  2.027  6.159  0.03
H  0.415  3.818  5.904  0.41
H  -1.161  3.988  4.183  0.18
H  -1.486  2.229  4.084  -0.35
H  0.068  2.615  2.393  -0.11
H  2.246  2.649  4.367  0.26
H  1.649  4.220  3.598  0.54
H  3.267  3.515  2.144  0.48
H  1.806  2.987  1.402  -0.30
H  3.858  0.255  0.644  0.11
H  4.245  1.949  0.531  0.44
H  2.586  1.289  0.222  -0.39
C  0.927  -4.718  -2.952  -1.26
O  1.154  -3.332  -2.874  0.54
C  1.555  -2.817  -4.120  -0.98
C  1.857  -1.327  -3.974  -1.07
N  2.556  -1.011  -2.743  1.72
C  3.904  -1.471  -2.588  -0.66
C  4.894  -0.780  -3.515  -0.80
O  5.182  0.532  -3.052  -0.17
C  5.933  1.231  -4.004  -0.95
H  0.186  -5.119  -2.262  0.29
H  1.847  -5.304  -2.845  0.39
H  0.571  -5.051  -3.934  0.37
H  0.818  -2.852  -4.932  0.39
H  2.418  -3.376  -4.503  0.42
H  0.870  -0.874  -3.837  0.09
H  2.387  -0.899  -4.829  0.53
H  2.068  -0.366  -2.118  -0.74
H  3.931  -2.545  -2.826  0.17
H  4.277  -1.406  -1.563  0.17
H  4.511  -0.752  -4.539  0.30
H  5.820  -1.373  -3.534  0.47
H  6.995  0.975  -3.905  0.35
H  5.904  2.320  -3.907  0.25
H  5.682  1.117  -5.066  0.38
C  -4.601  2.100  4.171  -0.45
O  -4.411  2.561  2.831  -0.49
C  -3.850  1.534  2.003  0.81
C  -4.993  0.727  1.377  -0.87
N  -4.479  -0.245  0.374  0.10
C  -4.422  0.274  -1.016  1.07
C  -5.851  0.591  -1.491  -1.04
O  -5.832  0.656  -2.900  -0.27
C  -7.106  0.887  -3.472  -0.86
H  -5.136  1.142  4.178  0.26
H  -5.278  2.824  4.619  0.28
H  -3.627  1.950  4.636  0.11
H  -3.088  0.959  2.535  0.11
H  -3.262  2.016  1.215  -0.27
H  -5.929  1.217  1.134  0.33
H  -5.275  0.030  2.178  0.27
H  -3.467  -0.272  0.531  -0.33
H  -4.179  -0.478  -1.769  -0.12
H  -3.719  1.110  -1.041  -0.57
H  -6.163  1.524  -1.009  0.49
H  -6.506  -0.200  -1.119  0.39
H  -7.592  1.692  -2.906  0.33
H  -7.726  -0.009  -3.434  0.31
H  -7.002  1.316  -4.467  0.25
C  3.168  -5.764  -0.231  -0.61
O  3.296  -5.019  0.943  -0.52
C  2.763  -3.707  0.909  1.58
C  3.197  -3.027  2.209  -1.59
N  2.270  -2.045  2.770  0.38
C  1.482  -2.790  3.801  -0.74
C  0.373  -1.966  4.428  -0.46
O  0.754  -0.695  4.958  -0.08
C  1.616  -0.725  6.057  -1.01
H  3.809  -5.337  -1.020  0.26
H  2.177  -5.749  -0.693  0.12
H  3.555  -6.768  -0.082  0.38
H  1.667  -3.813  0.872  -0.32
H  3.050  -3.141  0.015  -0.28
H  4.153  -2.537  1.997  0.28
H  3.455  -3.846  2.880  0.55
H  1.713  -1.635  2.014  0.19
H  2.091  -3.185  4.618  0.51
H  1.066  -3.695  3.342  0.52
H  -0.203  -2.534  5.166  0.54
H  -0.377  -1.684  3.681  -0.21
H  1.292  -1.274  6.949  0.33
H  1.970  0.260  6.355  0.29
H  2.551  -1.252  5.817  0.32
C  0.288  3.666  -7.343  -0.76
O  1.251  3.276  -6.388  -0.36
C  1.004  3.749  -5.064  -0.69
C  1.510  2.622  -4.134  0.02
N  0.867  2.813  -2.789  -0.02
C  1.841  3.385  -1.851  1.13
C  2.041  4.875  -1.994  -1.02
O  2.336  5.493  -0.733  -0.45
C  3.733  5.349  -0.430  -0.51
H  0.087  4.741  -7.288  0.31
H  -0.587  3.023  -7.231  0.29
H  0.644  3.556  -8.370  0.25
H  -0.066  3.928  -4.924  0.41
H  1.483  4.717  -4.877  0.33
H  2.600  2.620  -4.110  0.08
H  1.089  1.668  -4.448  0.18
H  0.779  1.855  -2.439  -0.19
H  2.822  2.885  -1.842  -0.03
H  1.462  3.146  -0.851  -0.51
H  1.147  5.328  -2.431  0.35
H  2.861  5.171  -2.658  0.33
H  4.313  5.304  -1.356  0.34
H  3.914  4.341  -0.048  0.06
H  3.985  6.134  0.271  0.27


# C9H10IrNO12P2

C9H10IrNO12P2 as an isolated structure (ωB97M-V/def2-TZVPD, the OMol25 dataset).

2S+1: 1

Last column: Mulliken charge in e.
CARTESIAN COORDINATES (ANGSTROEM)
Ir  -0.219  0.170  -0.141  1.42
O  -5.110  3.881  0.109  -0.51
C  -4.071  3.035  0.088  1.18
C  -4.219  1.648  0.066  -0.42
C  -3.087  0.873  0.031  -0.06
N  -1.864  1.394  0.039  -0.31
C  -1.721  2.720  0.002  0.23
C  -2.788  3.580  0.036  -0.66
C  -0.300  3.099  -0.229  0.46
O  0.111  4.230  -0.202  -0.64
O  0.398  2.028  -0.504  -0.58
C  -3.050  -0.603  -0.158  0.45
O  -4.026  -1.308  -0.104  -0.65
O  -1.830  -0.983  -0.420  -0.57
H  -5.944  3.397  0.126  0.31
H  -5.185  1.160  0.050  0.44
H  -2.620  4.646  -0.005  0.52
C  2.940  -2.173  1.771  -1.74
C  2.922  -2.159  0.250  1.04
O  3.993  -2.930  -0.256  -0.62
P  2.957  -0.443  -0.359  0.79
O  4.349  0.175  0.040  -0.55
O  2.939  -0.487  -1.919  -0.55
O  1.830  0.347  0.270  -0.70
P  1.295  -2.678  -0.432  0.91
O  1.077  -4.138  0.149  -0.54
O  1.419  -2.635  -1.916  -0.82
O  0.272  -1.759  0.249  -0.68
H  3.887  -1.777  2.138  0.39
H  2.831  -3.200  2.118  0.37
H  2.122  -1.573  2.163  0.43
H  3.862  -3.073  -1.203  0.43
H  4.342  1.140  0.115  0.36
H  2.344  -1.233  -2.230  0.50
H  0.146  -4.371  0.267  0.35


# C28H28B2Cl3F6O3

A 2-piece molecular cluster, C28H28B2Cl3F6O3 overall in a non-equilibrium geometry (ωB97M-V/def2-TZVPD, the OMol25 dataset).

Total charge: -1
2S+1: 1

Last column: Mulliken charge in e.
CARTESIAN COORDINATES (ANGSTROEM)
Cl  -1.110  -2.948  -0.533  -0.37
B  0.376  -1.865  -0.929  0.45
Cl  1.840  -3.104  -1.431  -0.30
Cl  0.084  -0.835  -2.428  -0.36
O  0.749  -1.063  0.227  -0.49
C  2.026  -0.814  0.765  -0.06
C  1.923  0.329  1.761  0.18
C  3.024  1.173  1.892  -0.24
C  3.030  2.134  2.898  -0.74
C  1.945  2.224  3.773  -0.39
C  0.932  1.252  3.761  -0.67
C  0.910  0.312  2.724  -0.52
H  2.752  -0.583  -0.035  0.54
H  3.851  1.055  1.196  0.36
H  3.869  2.826  2.975  0.37
H  1.855  3.074  4.437  0.38
H  0.150  1.237  4.519  0.36
H  0.121  -0.440  2.660  0.43
C  1.651  -6.032  4.561  -2.06
C  2.297  -7.259  3.917  1.70
C  2.759  -8.160  5.052  -1.87
C  1.360  -7.892  2.802  1.49
C  1.528  -9.414  2.641  -1.89
C  -0.129  -7.615  2.955  -1.70
O  1.823  -7.263  1.578  -0.58
B  3.125  -6.899  1.862  0.97
C  4.106  -6.522  0.748  -0.45
C  3.697  -6.432  -0.594  -0.71
C  4.613  -6.709  -1.600  0.23
C  4.119  -7.020  -2.999  0.78
F  5.116  -7.434  -3.838  -0.31
F  3.192  -8.033  -2.996  -0.27
F  3.510  -5.939  -3.576  -0.24
C  5.959  -6.879  -1.312  -0.87
C  6.391  -6.611  -0.019  0.38
C  7.846  -6.840  0.322  0.82
F  8.394  -5.763  0.974  -0.24
F  8.009  -7.921  1.154  -0.28
F  8.628  -7.088  -0.771  -0.30
C  5.481  -6.333  0.992  -0.46
C  2.497  -1.950  1.616  -0.45
C  3.971  -2.017  1.856  0.67
C  4.817  -1.979  0.751  0.02
C  6.135  -2.411  0.868  -0.82
C  6.586  -2.848  2.128  -0.35
C  5.820  -2.619  3.286  -0.79
C  4.495  -2.216  3.147  -0.43
O  3.475  -6.851  3.201  -0.62
H  0.812  -6.354  5.208  0.38
H  2.363  -5.490  5.202  0.50
H  1.259  -5.315  3.819  0.30
H  1.895  -8.580  5.579  0.37
H  3.393  -8.977  4.690  0.33
H  3.337  -7.569  5.777  0.45
H  1.066  -9.950  3.475  0.40
H  1.023  -9.739  1.723  0.45
H  2.578  -9.718  2.569  0.32
H  -0.572  -8.234  3.753  0.34
H  -0.337  -6.565  3.188  0.36
H  -0.646  -7.850  2.020  0.46
H  2.653  -6.247  -0.837  0.62
H  6.669  -7.126  -2.090  0.56
H  5.838  -6.071  1.984  0.60
H  2.173  -2.875  1.109  -0.03
H  1.995  -1.981  2.589  0.37
H  4.396  -1.680  -0.214  0.23
H  6.772  -2.448  -0.012  0.42
H  7.570  -3.299  2.206  0.41
H  6.234  -2.800  4.274  0.39
H  3.844  -2.060  4.013  0.44


# C28H22I2N2O2Y

C28H22I2N2O2Y as an isolated structure (ωB97M-V/def2-TZVPD, the OMol25 dataset).

Energy relative to the best compared isomer or geometry (same formula, charge and spin), kJ/mol: 40.6
Total charge: +1
2S+1: 1

Last column: Mulliken charge in e.
CARTESIAN COORDINATES (ANGSTROEM)
Y  -1.380  -1.329  1.227  1.41
I  4.920  3.030  3.143  0.10
C  3.207  1.846  2.963  -0.44
C  2.210  1.928  3.919  -0.28
C  1.085  1.129  3.796  -0.28
I  -0.445  1.189  5.207  0.04
C  0.938  0.251  2.720  0.63
O  -0.124  -0.548  2.616  -0.88
C  1.951  0.190  1.743  1.02
C  1.818  -0.637  0.478  -1.26
N  0.902  -1.797  0.531  -0.06
C  1.397  -2.876  1.400  -0.59
C  0.392  -3.995  1.440  0.42
C  0.776  -5.324  1.433  -0.91
C  -0.193  -6.313  1.490  -0.28
C  -1.529  -5.946  1.546  -0.87
C  -1.836  -4.603  1.541  0.04
N  -0.905  -3.638  1.491  0.10
C  3.079  0.983  1.885  -0.94
H  2.308  2.601  4.759  0.39
H  2.816  -0.977  0.183  0.52
H  1.454  0.000  -0.334  0.29
H  0.808  -2.155  -0.419  0.33
H  1.519  -2.463  2.404  0.28
H  2.370  -3.251  1.071  0.54
H  1.825  -5.579  1.378  0.43
H  0.090  -7.357  1.483  0.44
H  -2.317  -6.684  1.587  0.41
H  -2.872  -4.281  1.576  0.35
H  3.866  0.936  1.142  0.49
C  0.860  4.098  -4.835  -0.42
C  0.201  4.205  -3.617  -0.78
C  -0.231  3.072  -2.953  -0.25
C  -0.005  1.801  -3.494  1.09
C  0.673  1.710  -4.714  -0.56
C  1.096  2.845  -5.383  -0.64
C  -0.416  0.553  -2.857  -0.66
C  -1.166  0.332  -1.767  0.62
C  -1.862  1.302  -0.883  -0.30
C  -3.086  1.870  -1.218  -0.04
C  -3.809  2.587  -0.272  -0.70
C  -3.335  2.732  1.025  -0.56
C  -2.107  2.184  1.374  -0.49
C  -1.375  1.479  0.421  -0.92
H  1.192  4.988  -5.353  0.39
H  0.023  5.181  -3.184  0.41
H  -0.738  3.178  -2.004  0.42
H  0.860  0.731  -5.140  0.39
H  1.611  2.754  -6.329  0.40
H  -0.040  -0.352  -3.331  0.37
H  -3.477  1.736  -2.219  0.47
H  -4.759  3.025  -0.549  0.41
H  -3.910  3.286  1.755  0.45
H  -1.703  2.321  2.371  0.37
H  -0.370  1.146  0.670  1.32
O  -0.999  -2.067  -1.758  -0.68
C  -1.258  -1.025  -1.154  -0.55


# C24H56N8O8

A 8-piece molecular cluster, C24H56N8O8 overall in a non-equilibrium geometry (ωB97M-V/def2-TZVPD, the OMol25 dataset).

Energy relative to the best compared isomer or geometry (same formula, charge and spin), kJ/mol: 216.9
Structure (SMILES): CNC(C)=O.CNC(C)=O.CNC(C)=O.CNC(C)=O.CNC(C)=O.CNC(C)=O.CNC(C)=O.CNC(C)=O
2S+1: 1

Last column: Mulliken charge in e.
CARTESIAN COORDINATES (ANGSTROEM)
C  3.417  -3.054  3.438  -0.75
C  4.484  -2.532  2.482  0.72
O  5.409  -3.231  2.114  -0.68
N  4.380  -1.210  2.192  0.23
C  5.164  -0.574  1.161  -1.21
H  2.687  -2.277  3.679  0.24
H  3.902  -3.353  4.363  0.37
H  2.863  -3.856  2.953  0.07
H  3.569  -0.692  2.484  -0.04
H  6.007  -0.050  1.635  0.35
H  4.687  0.180  0.539  0.27
H  5.601  -1.286  0.468  0.45
C  0.009  4.975  -2.919  -1.19
C  0.201  3.611  -2.282  0.58
O  0.293  3.470  -1.075  -0.55
N  0.338  2.595  -3.176  -0.13
C  0.162  1.193  -2.823  -0.52
H  0.034  5.734  -2.141  0.30
H  -0.986  4.971  -3.368  0.27
H  0.784  5.254  -3.630  0.40
H  0.207  2.750  -4.160  0.26
H  1.012  0.565  -3.106  0.31
H  -0.761  0.839  -3.278  0.29
H  0.168  1.026  -1.749  -0.02
C  -3.509  3.027  -2.580  0.21
C  -4.502  4.054  -3.092  0.62
O  -5.025  4.837  -2.322  -0.65
N  -4.556  4.200  -4.444  -0.23
C  -5.532  5.084  -5.066  -0.93
H  -2.541  3.532  -2.614  -0.37
H  -3.419  2.120  -3.178  0.38
H  -3.719  2.834  -1.532  -0.20
H  -4.237  3.430  -5.007  0.23
H  -6.299  4.560  -5.627  0.30
H  -4.986  5.737  -5.759  0.30
H  -5.895  5.810  -4.345  0.35
C  -2.341  0.800  0.251  -0.59
C  -1.383  -0.239  0.815  0.51
O  -1.794  -1.210  1.435  -0.70
N  -0.066  0.058  0.729  0.03
C  1.044  -0.705  1.252  0.21
H  -1.822  1.758  0.152  0.31
H  -3.101  0.865  1.023  0.06
H  -2.683  0.569  -0.755  0.30
H  0.145  0.963  0.337  0.07
H  1.755  -0.807  0.432  0.27
H  0.739  -1.692  1.597  -0.79
H  1.511  -0.301  2.156  0.41
C  5.393  2.584  3.509  -1.22
C  4.003  2.367  2.982  0.71
O  3.203  1.667  3.592  -0.64
N  3.682  3.000  1.827  -0.08
C  2.487  2.685  1.070  -0.89
H  5.386  3.334  4.299  0.35
H  6.146  2.873  2.775  0.37
H  5.696  1.621  3.920  0.30
H  4.176  3.836  1.572  0.26
H  2.863  2.441  0.060  0.30
H  1.869  3.539  0.797  0.45
H  1.945  1.797  1.356  0.09
C  4.483  -2.329  -3.332  -1.35
C  3.727  -2.331  -2.033  0.54
O  3.761  -1.348  -1.302  -0.52
N  2.980  -3.418  -1.752  -0.08
C  2.238  -3.597  -0.505  -0.35
H  5.208  -3.115  -3.522  0.36
H  4.987  -1.370  -3.440  0.31
H  3.724  -2.299  -4.124  0.35
H  2.715  -4.013  -2.518  0.27
H  1.384  -2.927  -0.416  0.14
H  2.931  -3.385  0.308  0.04
H  1.940  -4.641  -0.481  0.25
C  -0.385  -4.172  1.835  -0.57
C  0.282  -5.534  2.013  0.56
O  0.952  -5.786  2.995  -0.66
N  0.122  -6.381  0.971  -0.20
C  0.619  -7.738  0.892  -0.95
H  -0.839  -3.894  0.886  0.32
H  0.308  -3.408  2.172  -0.23
H  -1.222  -4.215  2.539  0.41
H  -0.307  -6.045  0.127  0.26
H  1.250  -7.905  0.024  0.30
H  -0.213  -8.452  0.868  0.32
H  1.074  -7.989  1.849  0.35
C  -6.205  2.489  0.858  -0.97
C  -6.883  1.155  1.144  0.69
O  -7.713  0.698  0.378  -0.63
N  -6.486  0.526  2.278  -0.18
C  -7.023  -0.784  2.588  -0.93
H  -5.124  2.508  0.792  0.16
H  -6.585  3.207  1.601  0.35
H  -6.704  2.951  0.005  0.29
H  -5.645  0.833  2.731  0.28
H  -7.183  -1.428  1.729  0.29
H  -7.998  -0.650  3.071  0.30
H  -6.434  -1.289  3.351  0.35


# C5H10NO

An isolated ion of composition C5H10NO and charge +1 in a non-equilibrium geometry (ωB97M-V/def2-TZVPD, the OMol25 dataset).

Energy relative to the best compared isomer or geometry (same formula, charge and spin), kJ/mol: 270.5
Structure (SMILES): [NH3+][C@H]1C=CC[C@@H]1O
Total charge: +1
2S+1: 1

Last column: Mulliken charge in e.
CARTESIAN COORDINATES (ANGSTROEM)
C  -0.162  -1.718  0.394  -0.24
C  0.377  -1.258  -0.752  -0.59
C  -0.834  -0.782  1.294  -0.74
C  0.041  0.239  -0.840  -0.08
C  -0.425  0.631  0.858  -0.28
N  1.298  1.162  -1.117  -0.45
O  -1.401  1.577  0.838  -0.50
H  -0.029  -2.753  0.737  0.42
H  0.832  -1.894  -1.561  0.38
H  -1.814  -1.006  1.269  0.41
H  -0.439  -0.952  2.359  0.31
H  -0.635  0.745  -1.554  0.43
H  0.534  1.012  1.354  0.42
H  2.007  0.641  -0.586  0.39
H  1.406  2.192  -0.945  0.34
H  1.392  1.118  -2.215  0.40
H  -2.148  1.044  0.467  0.38


| no. | E_tot (eV) |
| --- | --- |
| 1 | -103028.92118 |
| 2 | -56977.11603 |
| 3 | -90868.75913 |
| 4 | -53708.35308 |
| 5 | -54099.68420 |
| 6 | -8875.77708 |